(1)
Formula: C4H10OS
Source: the OMol25 dataset
Level of theory: ωB97M-V/def2-TZVPD

Geometry (Å):
C  -0.782  -2.307  -0.620
C  -0.754  -1.769  -1.828
O  -1.180  -0.490  -2.052
H  -0.483  -3.327  -0.474
H  -1.195  -1.761  0.213
H  -0.455  -2.316  -2.713
H  -1.272  -0.353  -3.006
C  1.105  1.887  0.620
C  0.879  1.046  1.837
S  -0.809  0.327  1.894
H  0.367  2.674  0.461
H  1.066  1.314  -0.307
H  2.076  2.390  0.644
H  1.560  0.203  1.829
H  1.078  1.608  2.759
H  -1.201  0.873  0.744

- ΔE to the lowest compared entry with this formula, charge and spin: 24.8 kcal/mol
- Largest force on an atom: 1.2 eV/Å
- HOMO level: -0.3209 hartree
- E_tot: -631.78522 hartree
- SMILES: C=CO.CCS
- HOMO-LUMO gap: 9.478 eV
- Lowest unoccupied orbital energy: 0.7 eV

---

(2)
Formula: C9Cl5O2S4Tl
Source: the OMol25 dataset
Level of theory: ωB97M-V/def2-TZVPD

Geometry (Å):
Tl  0.462  -0.653  0.431
Cl  0.378  7.102  -0.258
C  0.099  5.420  -0.011
C  1.008  4.477  -0.485
Cl  2.417  4.991  -1.331
C  0.776  3.124  -0.278
Cl  1.893  1.939  -0.877
C  -0.357  2.645  0.409
O  -0.582  1.390  0.596
C  -1.261  3.627  0.866
Cl  -2.671  3.070  1.691
C  -1.040  4.981  0.665
Cl  -2.178  6.131  1.251
O  -6.680  1.396  0.047
C  -5.629  0.855  -0.076
S  -5.125  -0.524  0.944
C  -3.555  -0.769  0.257
C  -3.211  0.150  -0.892
S  -1.838  0.102  -1.740
S  -4.399  1.357  -1.256
S  -2.572  -1.919  0.838

- ΔE to the lowest compared entry with this formula, charge and spin: 8.3 kcal/mol
- Largest force on an atom: 0.2 eV/Å
- HOMO level: -0.2959 hartree
- E_tot: -4559.65620 hartree
- HOMO-LUMO gap: 5.282 eV
- Lowest unoccupied orbital energy: -2.8 eV

---

(3)
Formula: C5H13NO
Source: the OMol25 dataset
Level of theory: ωB97M-V/def2-TZVPD

Geometry (Å):
C  1.500  1.796  1.341
C  0.559  1.960  0.438
C  0.434  1.125  -0.841
C  -0.450  -0.077  -0.612
N  -1.791  0.241  -0.193
C  -2.767  -0.774  -0.189
H  2.348  1.146  1.185
H  1.471  2.254  2.317
H  -0.326  2.552  0.661
H  0.017  1.762  -1.623
H  1.458  0.830  -1.017
H  -0.459  -0.654  -1.550
H  -0.018  -0.791  0.103
H  -1.967  1.216  -0.116
H  -2.533  -1.633  0.440
H  -2.932  -1.216  -1.169
H  -3.731  -0.364  0.113
O  2.856  -3.119  -0.114
H  2.548  -2.925  0.787
H  3.783  -3.329  0.040

- ΔE to the lowest compared entry with this formula, charge and spin: 47.1 kcal/mol
- Largest force on an atom: 2.0 eV/Å
- HOMO level: -0.2974 hartree
- E_tot: -328.24379 hartree
- SMILES: C=CCCNC.O
- HOMO-LUMO gap: 8.877 eV
- Lowest unoccupied orbital energy: 0.8 eV

---

(4)
Formula: C24H25N5PdS3Se
Source: the OMol25 dataset
Level of theory: ωB97M-V/def2-TZVPD

Geometry (Å):
Pd  -0.448  0.666  -0.120
C  4.406  3.335  1.673
S  3.148  3.739  0.449
C  2.335  2.201  0.291
S  1.143  2.168  -0.990
N  2.683  1.214  1.049
N  1.905  0.121  0.777
C  2.452  -0.908  0.284
C  1.542  -1.901  -0.317
C  1.924  -3.225  -0.498
C  1.056  -4.100  -1.124
C  -0.168  -3.622  -1.564
C  -0.468  -2.287  -1.358
N  0.362  -1.434  -0.757
H  4.976  4.249  1.833
H  5.061  2.548  1.307
H  3.945  3.019  2.605
H  3.531  -1.019  0.171
H  2.892  -3.552  -0.140
H  1.331  -5.137  -1.270
H  -0.878  -4.261  -2.071
H  -1.411  -1.875  -1.697
C  -7.297  2.413  -0.808
C  -5.863  2.466  -0.357
C  -5.515  2.221  0.962
C  -4.192  2.259  1.394
C  -3.894  2.028  2.851
C  -3.180  2.525  0.464
Se  -1.336  2.573  1.010
C  -3.512  2.807  -0.870
C  -2.458  3.103  -1.898
C  -4.847  2.772  -1.255
H  -7.945  2.037  -0.017
H  -7.412  1.763  -1.678
H  -7.656  3.404  -1.093
H  -6.295  1.997  1.683
H  -4.816  1.847  3.405
H  -3.386  2.886  3.292
H  -3.229  1.175  2.990
H  -1.825  2.227  -2.074
H  -1.780  3.885  -1.555
H  -2.911  3.401  -2.843
H  -5.098  2.980  -2.290
N  -0.653  -0.937  2.614
C  -1.762  -1.097  1.880
N  -1.944  -0.530  0.723
C  -3.165  -0.888  0.157
C  -3.628  -0.488  -1.088
C  -4.873  -0.925  -1.502
C  -5.649  -1.757  -0.695
C  -5.187  -2.177  0.541
C  -3.938  -1.738  0.951
S  -3.080  -2.105  2.431
H  0.060  -0.290  2.298
H  -0.595  -1.314  3.542
H  -3.022  0.173  -1.696
H  -5.255  -0.603  -2.461
H  -6.624  -2.080  -1.037
H  -5.783  -2.830  1.166

- ΔE to the lowest compared entry with this formula, charge and spin: 3.5 kcal/mol
- Largest force on an atom: 0.3 eV/Å
- HOMO level: -0.2587 hartree
- E_tot: -4927.26392 hartree
- HOMO-LUMO gap: 6.885 eV
- Lowest unoccupied orbital energy: -0.2 eV